This record from the Open Molecules 2025 dataset describes a structure of composition C37H42AuN4O2. The level of theory is ωB97M-V with the def2-TZVPD basis set.

Results
net charge: +1
gap between HOMO and LUMO (spin up / spin down): 8.730 / 6.323 eV
lowest unoccupied orbital energy (spin up / spin down): -0.07368 / -0.16986 Ha
DFT total energy: -52793.302 eV
energy above the lowest of the compared OMol25 structures with the same formula, charge and spin: 0.0000 eV
multiplicity: 3

Geometry as XYZ:
```
86
Properties=species:S:1:pos:R:3:lowdin_charge:R:1
Au 1.41284 -0.00778 -0.51500 1.076
O -4.44270 4.01815 -1.13543 0.106
O -3.12467 -0.26143 -1.45167 -0.084
N -0.11707 2.44369 -1.80542 0.039
N 0.63113 0.07335 1.50460 0.024
N -4.37953 1.78520 -1.47352 0.101
N -0.12171 -0.66177 -2.14844 0.074
C -0.67417 -2.99965 -2.52050 -0.041
C 0.98886 -4.51937 -3.33960 -0.063
C 0.24874 -1.96588 -2.58829 -0.256
C -1.48609 -3.56560 1.08462 -0.103
C 2.52819 -1.06532 -3.12276 -0.202
C 3.42188 -1.02264 -4.19753 -0.030
C -2.49956 -2.44939 3.08226 -0.109
C 1.54735 2.50190 4.17251 -0.242
C 1.56879 3.56140 1.97561 -0.247
C 4.40206 1.00444 -3.36865 -0.081
C 1.20805 2.35892 1.41453 -0.001
C -1.14839 -2.52969 3.79273 -0.277
C 0.97710 1.18679 2.19572 -0.242
C -0.13849 -3.64266 1.80805 -0.273
C -2.39556 3.16045 -1.94367 -0.120
C 1.73412 3.62392 3.36194 0.032
C 1.90019 -3.47765 -3.41359 -0.017
C 1.55346 -2.18167 -3.03909 -0.139
C -3.81858 3.04440 -1.48782 -0.437
C 1.75193 2.58941 5.66096 -0.033
C -0.30384 -4.28072 -2.89555 -0.068
C -1.39610 2.33585 -1.45010 -0.102
C -2.03736 4.18065 -2.81704 0.018
C -0.07707 -1.12556 1.99324 -0.428
C 2.59306 -0.04812 -2.16252 -0.245
C -0.37619 -3.75995 3.31366 -0.111
C -2.26011 -2.33951 1.57616 -0.279
C -0.71284 4.29358 -3.20058 -0.030
C 3.51486 0.98506 -2.30146 -0.130
C 0.20869 3.39646 -2.67797 -0.125
C 1.79203 4.77412 1.11456 -0.030
C 4.35097 -0.00445 -4.31942 -0.069
C -0.32015 -1.27045 3.50113 -0.095
C -1.45002 -1.07402 1.28644 -0.094
C -3.92831 0.63999 -2.21018 -0.224
C 1.16802 1.30447 3.60015 0.037
C 0.67300 -2.37815 1.50422 -0.092
H -3.06404 -1.58325 3.44034 0.125
H 1.29028 -5.51810 -3.62450 0.110
H -2.79307 4.86485 -3.18065 0.132
H -1.10299 -0.59167 -1.88008 0.057
H 3.55921 1.77587 -1.56021 0.089
H -1.98919 -0.18206 1.62369 0.135
H -1.30451 -2.58890 4.87196 0.146
H 5.12628 1.80375 -3.45666 0.107
H 1.25381 3.44397 -2.96468 0.111
H -5.33957 1.79601 -1.16042 0.150
H -0.94119 -4.66914 3.53416 0.126
H 2.21499 3.53321 5.94219 0.080
H -0.39306 5.06143 -3.89084 0.113
H -1.02307 -5.08701 -2.84413 0.111
H -0.83992 -0.39152 3.89003 0.129
H 0.79862 2.51381 6.18625 0.091
H 2.83413 4.82948 0.79341 0.091
H 1.56568 5.69089 1.65699 0.084
H 3.36748 -1.78901 -4.96051 0.116
H -2.06440 -4.47291 1.27737 0.129
H -3.09352 -3.33903 3.30568 0.126
H 1.65484 -2.42172 1.98447 0.133
H -3.30196 0.94713 -3.04476 0.133
H 0.42172 -4.50834 1.44826 0.146
H -3.22167 -2.27593 1.05539 0.135
H 0.11248 0.07259 -2.80963 0.097
H -4.80167 0.11699 -2.60044 0.136
H 1.07884 0.45060 4.24478 0.093
H 2.38907 1.77923 6.01590 0.088
H 1.16789 4.74020 0.22171 0.071
H -1.63223 1.56174 -0.72708 0.106
H 2.01938 4.56402 3.82029 0.128
H -3.64520 -0.61104 -0.71924 0.090
H 0.83881 -2.31531 0.42196 0.088
H 5.02696 0.00797 -5.16388 0.110
H 0.63332 -1.37309 4.02346 0.120
H -1.68555 -2.78815 -2.19254 0.110
H 1.03068 2.30836 0.34636 0.057
H -1.28084 -0.96944 0.21165 0.077
H -1.32347 -3.50613 0.00472 0.095
H 0.57755 -3.83560 3.84376 0.125
H 2.91228 -3.67549 -3.74179 0.119
```



This record from the Open Molecules 2025 dataset describes the molecule C6H12. The level of theory is ωB97M-V with the def2-TZVPD basis set.

Results
gap between HOMO and LUMO: 12.186 eV
lowest unoccupied orbital energy: 0.04444 Ha
DFT total energy: -6416.827 eV
energy above the lowest of the compared OMol25 structures with the same formula, charge and spin: 0.1138 eV

Geometry as XYZ:
```
18
Properties=species:S:1:pos:R:3:lowdin_charge:R:1
C -0.12801 1.24875 0.23986 -0.172
C 1.77834 -0.30955 0.92877 -0.092
C -1.41677 -0.49009 -0.83250 -0.202
C 0.03794 -0.98193 -0.80920 -0.171
C 0.89074 0.17335 -0.21830 -0.370
C -1.48737 0.53911 0.29999 -0.202
H 0.38248 -1.28805 -1.80292 0.106
H 1.16642 -0.67483 1.76419 0.081
H 0.12025 -1.86638 -0.16410 0.106
H -0.16938 2.07011 -0.48514 0.108
H 1.53820 0.58922 -1.00062 0.127
H 0.15368 1.68916 1.20297 0.106
H 2.42893 -1.13335 0.61146 0.076
H -1.60573 0.02464 1.26219 0.109
H -2.33145 1.22942 0.19477 0.104
H 2.41459 0.49787 1.30788 0.074
H -2.13337 -1.30913 -0.70695 0.104
H -1.63949 -0.00832 -1.79235 0.108
```



This record from the Open Molecules 2025 dataset describes the molecule C5H3I in a non-equilibrium geometry. The level of theory is ωB97M-V with the def2-TZVPD basis set.

Results
gap between HOMO and LUMO (spin up / spin down): 6.450 / 7.463 eV
lowest unoccupied orbital energy (spin up / spin down): 0.01223 / -0.08562 Ha
DFT total energy: -13325.049 eV
energy above the lowest of the compared OMol25 structures with the same formula, charge and spin: 1.8230 eV
multiplicity: 3

Geometry as XYZ:
```
9
Properties=species:S:1:pos:R:3:lowdin_charge:R:1
I -5.85570 0.18886 0.12725 0.825
C -2.31125 -1.58638 -0.22469 0.181
C -0.07780 -0.00839 -0.16918 -0.016
C -2.71676 -0.01653 0.14627 -0.251
C -1.43733 -0.57636 -0.08626 -0.292
C -3.89650 -0.20270 0.43821 -0.673
H 0.65298 -0.70672 -0.04509 0.052
H -0.04605 0.72226 0.53025 0.048
H -0.01244 0.50071 -1.17568 0.127
```



This record from the Open Molecules 2025 dataset describes a cluster of 7 separate species, C36H80BN2O10 in total in a non-equilibrium geometry. The level of theory is ωB97M-V with the def2-TZVPD basis set.

Results
net charge: +1
gap between HOMO and LUMO: 7.130 eV
lowest unoccupied orbital energy: -0.13325 Ha
DFT total energy: -62740.030 eV

Geometry as XYZ:
```
129
Properties=species:S:1:pos:R:3:lowdin_charge:R:1
O -2.30766 0.26869 -3.41893 0.003
O -0.94489 5.10885 -3.69349 -0.167
O 5.31794 3.32970 3.45656 -0.184
O -2.09110 -0.18383 6.36040 -0.189
O 3.79688 -2.01989 -1.57705 0.025
O -3.35192 -7.82090 -3.19377 -0.192
O -1.24582 -2.60647 2.36790 -0.279
O -5.13372 7.69579 -3.95035 -0.160
O -4.31297 -0.99967 -3.04558 -0.003
O 6.64716 -1.08973 1.25217 -0.183
N 1.02676 -1.22722 0.46608 0.126
N -1.25781 -1.28938 -0.76003 0.016
C 7.84711 -1.61676 0.69099 -0.278
C -0.95112 0.13030 1.69424 -0.029
C 6.72170 0.23136 1.78229 -0.279
C -2.20462 -0.64707 7.70394 -0.274
C 6.89709 5.16290 3.91987 -0.077
C -5.10674 -8.99646 -1.92755 -0.079
C -0.44120 3.00656 -2.51211 -0.080
C -6.51358 7.33984 -3.90736 -0.276
C -0.51195 1.64937 6.82371 -0.078
C -4.73178 -8.17686 -3.15078 -0.277
C -0.58076 -2.94515 -2.93645 -0.117
C -1.58511 -4.18004 -2.53331 -0.222
C 5.20443 2.86646 4.80010 -0.280
C 7.11363 1.27668 0.75067 -0.070
C -4.36290 5.70070 -5.17283 -0.072
C -6.88853 6.52024 -2.68413 -0.085
C 4.09235 3.54549 5.58164 -0.081
C -3.02978 -4.11720 -3.31592 -0.111
C 5.58928 4.71855 3.28527 -0.277
C -0.25584 -2.12003 -1.55266 -0.034
C -4.20101 6.61809 -3.97168 -0.278
C -2.41921 -8.89861 -3.21510 -0.278
C -2.73066 -1.01346 -0.98844 -0.019
C 2.78468 -4.47085 -0.86978 -0.053
C 0.10853 4.43344 -5.81452 -0.076
C -1.57959 -1.13626 2.78116 -0.133
C -0.42209 -0.79368 0.43267 -0.062
C -1.42913 3.81688 -3.33548 -0.281
C -0.34368 -2.02630 3.61459 0.015
C -1.81977 1.20501 6.18911 -0.281
C -3.12558 -0.58682 -2.52141 -0.230
C 0.24424 5.14541 -4.47911 -0.268
C -3.31669 0.03197 8.48548 -0.077
C 8.99477 -1.69569 1.68359 -0.078
C -2.58111 -9.81600 -4.41624 -0.078
C 1.18975 -2.08236 -0.77169 0.033
B 2.63658 -2.81730 -1.10920 -0.312
H 4.04928 -1.41129 -0.79966 0.123
H -7.08008 8.27836 -3.89016 0.121
H 4.74956 5.31603 3.65278 0.105
H -4.85610 -8.45194 -1.01083 0.082
H -6.63790 7.06475 -1.76742 0.082
H -5.34173 5.21752 -5.18792 0.066
H 0.48289 2.81179 -3.05975 0.070
H -4.26478 6.26991 -6.10576 0.087
H -3.29157 -2.04600 -0.77804 0.164
H -1.81981 -10.60281 -4.40140 0.081
H -0.71080 4.86733 -6.39772 0.084
H 7.12123 2.27441 1.20161 0.071
H 5.72477 0.47284 2.16466 0.108
H -0.69026 -2.99680 4.21726 0.142
H 9.87600 -2.14047 1.21182 0.082
H -5.01745 -8.69135 -4.07423 0.108
H 7.07258 6.22660 3.72850 0.082
H 0.46642 6.20294 -4.66432 0.124
H -3.60160 4.91389 -5.15798 0.060
H -3.20480 -0.23977 -0.24603 0.157
H -1.24312 -0.54985 8.21885 0.107
H 3.12968 3.40328 5.07892 0.077
H -1.86585 0.81542 1.44111 0.113
H -3.20323 7.06714 -4.00560 0.117
H 7.61272 -2.62925 0.34173 0.118
H -2.48298 -9.24678 -5.34918 0.085
H -6.79925 6.82535 -4.83082 0.105
H 1.08828 4.75017 -3.90426 0.104
H 7.39557 0.25558 2.64396 0.108
H -1.74042 3.26855 -4.22969 0.102
H -3.38323 -0.38649 9.49416 0.083
H 8.71251 -2.30815 2.54667 0.084
H -1.33063 0.06616 -3.29696 0.102
H -5.29828 -7.23833 -3.13357 0.115
H -3.55993 -10.29918 -4.43134 0.067
H -3.15344 1.10808 8.57882 0.067
H 1.95865 -4.83302 -0.08928 0.084
H -2.63984 -0.89059 3.40516 0.180
H -1.83920 -4.07826 -1.37222 0.114
H 1.80365 -1.05933 1.14218 0.168
H 1.03449 4.52443 -6.39009 0.081
H 0.40656 -3.35027 -3.41924 0.133
H -0.33646 2.71307 6.63235 0.080
H 5.64475 4.89682 2.20661 0.117
H 7.73669 4.58695 3.51079 0.082
H 3.85177 -4.73848 -0.42875 0.089
H -0.09985 0.65954 2.29853 0.127
H -3.43539 -5.21883 -3.42618 0.074
H -0.17092 3.54754 -1.59654 0.087
H 0.32765 1.07342 6.41463 0.079
H -4.25280 6.05457 -3.03522 0.099
H -4.27936 -0.11025 7.98277 0.084
H 9.27779 -0.71055 2.06146 0.067
H -6.35757 5.56607 -2.65211 0.061
H -1.09938 -2.16739 -3.67000 0.116
H -2.41715 -1.72127 7.64932 0.120
H 2.61227 -5.07760 -1.88136 0.094
H -0.51224 1.50063 7.90522 0.069
H -7.96176 6.30772 -2.68283 0.078
H -1.76430 1.38329 5.11045 0.103
H 4.02581 3.12704 6.59032 0.080
H -1.00817 -5.19353 -2.65444 0.117
H -2.65949 1.80250 6.55662 0.108
H -6.17996 -9.20897 -1.92625 0.081
H 6.89680 5.01416 5.00138 0.067
H -0.87618 2.04053 -2.23561 0.042
H 8.10674 1.08972 0.33767 0.069
H 8.13148 -1.04335 -0.19749 0.107
H 6.16593 2.96368 5.31501 0.109
H -4.57577 -9.95063 -1.89553 0.067
H -2.47100 -9.46213 -2.27864 0.106
H -1.42143 -8.44956 -3.24902 0.113
H 6.40503 1.27284 -0.08710 0.081
H -2.97033 -3.53808 -4.34516 0.097
H -3.81634 -3.55335 -2.61801 0.073
H 0.61381 -2.19323 2.92653 0.097
H -2.33455 3.97473 -2.74079 0.119
H 4.99189 1.79226 4.74547 0.113
H -0.10672 3.36954 -5.69129 0.063
H 4.25560 4.62161 5.67497 0.068
```



This record from the Open Molecules 2025 dataset describes the ion CH3N2S2 with charge +1 in a non-equilibrium geometry. The level of theory is ωB97M-V with the def2-TZVPD basis set.

Results
net charge: +1
gap between HOMO and LUMO: 6.777 eV
lowest unoccupied orbital energy: -0.28596 Ha
DFT total energy: -25726.619 eV
energy above the lowest of the compared OMol25 structures with the same formula, charge and spin: 1.0205 eV

Geometry as XYZ:
```
8
Properties=species:S:1:pos:R:3:lowdin_charge:R:1
S 1.78392 -1.09019 0.11851 0.715
S 2.50867 0.72110 0.01658 0.444
N -0.43097 1.22144 0.21212 0.094
N 0.15309 -0.98364 0.03594 -0.330
C -0.87965 0.06835 -0.08008 -0.190
H -1.92712 -0.12123 -0.29424 0.141
H -0.16762 -1.85194 -0.16150 0.035
H -1.04031 2.03610 0.15266 0.092
```



This record from the Open Molecules 2025 dataset describes the molecule C5H6O2 in a non-equilibrium geometry. The level of theory is ωB97M-V with the def2-TZVPD basis set.

Results
gap between HOMO and LUMO: 10.807 eV
lowest unoccupied orbital energy: 0.03757 Ha
DFT total energy: -9373.198 eV
energy above the lowest of the compared OMol25 structures with the same formula, charge and spin: 3.8978 eV

Geometry as XYZ:
```
13
Properties=species:S:1:pos:R:3:lowdin_charge:R:1
O -1.72273 -0.11347 -0.83677 0.028
O -0.58997 -0.88553 1.37331 -0.045
C -0.29962 0.06695 -1.22240 -0.161
C -1.05126 0.92956 -0.22892 -0.178
C 0.82855 -0.65815 -0.56599 -0.113
C 0.79757 -0.44668 0.95295 -0.107
C -0.38676 0.49062 1.14541 -0.180
H 1.08800 -1.70706 -0.83647 0.134
H -1.33082 1.84714 -0.48571 0.098
H 0.04496 0.42644 -2.15102 0.125
H -0.77069 0.99307 2.11933 0.167
H 1.79407 -0.25951 -0.84673 0.113
H 1.59869 -0.68338 1.58302 0.117
```